[1]
Density functional theory data (the ωB97M-V functional and the def2-TZVPD basis) for a cluster of 11 separate species, C6H30O10 in total in a non-equilibrium geometry.

Each line ends with the Löwdin spin population.
Atoms and positions in Å:
1 C 1.961448 1.756722 1.990231  0.037
2 C 1.446269 1.767205 0.539877  0.216
3 C 1.000845 0.651527 -0.134448  0.043
4 C 0.625677 -0.572114 0.517722  0.121
5 C 0.116182 -1.750704 0.116200  0.151
6 C 1.550416 3.077651 -0.198558  0.044
7 H 2.844032 1.157987 1.849015  0.012
8 H 1.260267 1.437101 2.677958  0.005
9 H 2.206224 2.798330 2.259722  0.000
10 H 0.833354 0.656501 -1.256166  -0.001
11 H 0.823276 -0.471043 1.624896  0.003
12 H -0.196280 -1.993152 -0.919547  0.016
13 H -0.036132 -2.523462 0.777004  0.022
14 H 1.382010 3.999910 0.475874  0.005
15 H 0.887927 3.141214 -0.980039  0.002
16 H 2.425697 3.195378 -0.745257  0.013
17 H -0.566241 1.317964 -4.526435  0.002
18 H -1.394532 1.633159 -3.120415  0.002
19 O -0.780927 1.044081 -3.675345  0.011
20 H -3.687591 -2.392556 -0.081912  0.023
21 H -2.462362 -2.164152 -1.082136  0.008
22 O -2.815603 -1.977168 -0.139417  0.062
23 H -2.776257 2.285454 -1.338243  0.003
24 H -3.195142 2.955239 -2.565282  0.005
25 O -2.465223 2.462833 -2.186819  0.020
26 H 0.398693 -0.233490 4.079532  0.000
27 H -0.746659 -0.963218 3.210564  0.002
28 O 0.002486 -1.126770 3.896569  0.005
29 H -2.253886 1.401611 1.021350  0.006
30 H -3.421721 1.194228 0.100164  0.014
31 O -2.844784 1.891373 0.362937  0.027
32 H 1.920346 -3.300008 2.905597  0.000
33 H 1.255549 -1.905260 2.975955  0.000
34 O 1.808729 -2.524497 2.401382  0.004
35 H 2.744626 -0.638345 -2.177831  0.000
36 H 1.757250 0.330469 -2.744155  0.001
37 O 2.691575 0.128220 -2.698424  0.003
38 H -3.021150 -1.319163 2.357566  0.014
39 H -1.805283 -1.601596 1.469999  0.013
40 O -2.117066 -1.110453 2.283311  0.042
41 H -1.766135 -1.126495 -3.174384  0.006
42 H -1.499694 -2.691243 -2.883020  0.005
43 O -2.117403 -2.039100 -2.800523  0.023
44 H 4.244238 -1.955288 -0.171088  0.000
45 H 2.508799 -1.981855 0.177535  0.003
46 O 3.274156 -1.923023 -0.471516  0.007

Atoms 1-2, force components in eV/Å:
C 0.669 1.646 -3.191
C -0.661 0.760 -0.106

Summary:
Multiplicity ... 2
Charge ... -1
E ... -27181.165 eV
F_max ... 5.62 eV Å⁻¹
Highest occupied orbital energy (spin up / spin down) ... 0.0159 / -0.1340 Ha
Relative energy (zero: lowest compared OMol25 entry of this formula, charge and spin) ... 148.7 kJ/mol
HOMO-LUMO gap (spin up / spin down) ... 2.40 / 6.33 eV
LUMO (spin up / spin down) ... 2.832 / 2.685 eV

***

[2]
Density functional theory data (the ωB97M-V functional and the def2-TZVPD basis) for a cluster of 10 separate species, C6H30O10 in total.

Each line ends with the natural charge from an NBO analysis.
Atoms and positions in Å:
1 C -1.500780 2.207435 -2.839766  -0.392
2 C -1.402956 2.977278 -1.755340  -0.184
3 C -1.236932 2.443460 -0.374172  -0.460
4 C 0.199420 1.966767 -0.117925  -0.396
5 C 1.195401 3.115074 0.106166  -0.433
6 C 0.917642 3.881479 1.399762  -0.061
7 O 0.948739 3.056580 2.568041  -0.743
8 H -1.465124 1.132967 -2.845616  0.194
9 H -1.589606 2.622473 -3.834688  0.198
10 H -1.403534 4.060479 -1.865387  0.197
11 H -1.904292 1.595774 -0.167838  0.229
12 H -1.550717 3.224068 0.356386  0.199
13 H 0.543972 1.369307 -0.968780  0.214
14 H 0.221693 1.304649 0.744489  0.211
15 H 1.092628 3.825323 -0.727139  0.218
16 H 2.241162 2.731996 0.131594  0.207
17 H -0.056473 4.374186 1.375447  0.177
18 H 1.668293 4.660979 1.566709  0.177
19 H 1.523491 2.285399 2.450326  0.483
20 O -0.367345 -3.891678 0.372866  -0.979
21 H -0.567508 -3.238748 1.068702  0.483
22 H 0.607142 -3.806060 0.266845  0.514
23 O -3.523450 -1.126072 0.009472  -0.988
24 H -3.985125 -0.500060 -0.556554  0.476
25 H -2.868644 -1.578055 -0.599173  0.505
26 O -1.302775 -0.794963 1.561202  -1.053
27 H -1.250440 -0.041385 2.192709  0.504
28 H -2.210730 -0.839562 1.215406  0.501
29 O 0.370463 -1.986836 -3.464150  -0.974
30 H 0.180533 -2.796803 -3.951637  0.478
31 H -0.294481 -2.023916 -2.737107  0.510
32 O 2.711357 -2.055856 -2.193356  -0.995
33 H 3.035653 -1.158334 -2.316014  0.472
34 H 1.843761 -2.048654 -2.692073  0.504
35 O 2.472038 -1.542518 2.252405  -0.950
36 H 2.919190 -2.006578 2.970554  0.486
37 H 1.539785 -1.467267 2.514805  0.492
38 O -1.278366 -2.064577 -1.278258  -1.022
39 H -1.013278 -2.947622 -0.831520  0.521
40 H -0.899123 -1.410245 -0.662994  0.499
41 O 2.255186 -3.307856 0.200597  -1.015
42 H 2.475176 -2.895851 -0.659727  0.509
43 H 2.393688 -2.623748 0.874662  0.492
44 O -1.070089 1.378279 3.189118  -0.989
45 H -0.398627 2.085748 2.961236  0.504
46 H -1.914797 1.830808 3.262606  0.477

Atoms 1-2, force components in eV/Å:
C 0.070 0.671 -0.097
C -0.184 -0.284 -0.728

Summary:
Charge ... 0
E ... -27184.761 eV
F_max ... 0.99 eV Å⁻¹
Highest occupied orbital energy ... -0.3615 Ha
Relative energy (zero: lowest compared OMol25 entry of this formula, charge and spin) ... 0.0 kJ/mol
HOMO-LUMO gap ... 10.12 eV
LUMO ... 0.287 eV

***

[3]
Density functional theory data (the ωB97M-V functional and the def2-TZVPD basis) for a cluster of 9 separate species, C6H30O12 in total in a non-equilibrium geometry.

Each line ends with the natural charge from an NBO analysis.
Atoms and positions in Å:
1 O -3.981650 -0.092142 0.959954  -0.714
2 C -2.735048 -0.428830 0.387394  -0.105
3 C -2.749271 -1.854058 -0.298221  -0.076
4 O -1.481202 -2.031492 -0.831904  -0.730
5 H -4.265303 0.651928 0.452798  0.467
6 H -2.415854 0.378958 -0.286245  0.177
7 H -1.929407 -0.666525 1.157758  0.168
8 H -3.434197 -1.853685 -1.165245  0.147
9 H -2.870265 -2.746954 0.359040  0.178
10 H -1.251998 -1.061232 -0.924035  0.477
11 O -0.556976 0.731725 -3.101095  -0.776
12 C -1.666948 1.201703 -3.828888  -0.071
13 C -2.365339 0.222453 -4.743532  -0.081
14 O -3.365084 0.857003 -5.532409  -0.704
15 H -0.185110 1.359337 -2.473767  0.496
16 H -2.427916 1.563636 -3.097140  0.144
17 H -1.491787 2.181862 -4.314574  0.163
18 H -2.787872 -0.609011 -4.134712  0.157
19 H -1.644418 -0.302228 -5.342528  0.158
20 H -3.802705 0.175447 -5.939164  0.464
21 O 2.604788 1.002959 1.516752  -0.717
22 C 2.436780 1.884109 2.636976  -0.086
23 C 3.645572 1.804261 3.591505  -0.088
24 O 3.602257 0.543095 4.261778  -0.720
25 H 3.385009 1.368410 1.067281  0.470
26 H 2.579884 2.911055 2.322630  0.163
27 H 1.505426 1.755594 3.184996  0.186
28 H 3.684159 2.556964 4.366150  0.174
29 H 4.601775 1.834513 3.033901  0.158
30 H 4.063429 0.526667 5.005854  0.461
31 O 0.174006 0.145244 0.159113  -1.007
32 H 0.645528 0.334430 0.976317  0.489
33 H 0.736767 -0.520527 -0.283049  0.511
34 O -0.439818 -0.459171 3.848432  -0.935
35 H -0.758642 0.216073 3.266469  0.479
36 H -0.184999 -0.017152 4.667724  0.491
37 O 2.288358 -3.822723 0.253917  -0.976
38 H 2.216115 -3.006517 -0.340187  0.475
39 H 2.316379 -3.427203 1.130971  0.481
40 O 0.196047 2.483216 -1.345370  -0.942
41 H 0.432232 1.778191 -0.738153  0.504
42 H 1.039620 2.730087 -1.671466  0.465
43 O 0.678231 -2.045900 1.998341  -0.985
44 H -0.164416 -2.562545 1.919258  0.471
45 H 0.347897 -1.305672 2.624468  0.483
46 O 1.774541 -1.406394 -1.201712  -0.923
47 H 1.390088 -1.711843 -2.055120  0.501
48 H 2.611335 -1.267110 -1.501257  0.476

Atoms 1-2, force components in eV/Å:
O 0.422 -0.372 0.418
C 0.478 -2.660 1.189

Summary:
Charge ... 0
E ... -31275.243 eV
F_max ... 6.22 eV Å⁻¹
Highest occupied orbital energy ... -0.3412 Ha
Relative energy (zero: lowest compared OMol25 entry of this formula, charge and spin) ... 402.4 kJ/mol
HOMO-LUMO gap ... 9.31 eV
LUMO ... 0.030 eV

***

[4]
Density functional theory data (the ωB97M-V functional and the def2-TZVPD basis) for a cluster of 12 separate species, C6H31F6N2O10P in total in a non-equilibrium geometry.

Each line ends with the Löwdin spin population.
Atoms and positions in Å:
1 C -1.685339 2.452953 -3.638878  0.004
2 C -1.946340 0.935301 -3.791564  0.033
3 N -2.786513 0.457741 -2.644921  0.159
4 C -4.021142 0.923406 -2.218051  0.005
5 C -4.465517 0.150526 -1.170121  0.034
6 N -3.414018 -0.720087 -0.830922  0.182
7 C -2.470345 -0.560985 -1.829512  0.398
8 C -3.299706 -1.718878 0.243299  0.023
9 H -1.034589 2.688392 -4.481013  0.003
10 H -1.173456 2.621882 -2.691491  0.000
11 H -2.635690 2.985942 -3.668082  0.001
12 H -0.963890 0.488759 -3.638285  0.005
13 H -2.393421 0.641655 -4.741295  0.019
14 H -4.542228 1.668251 -2.801219  0.005
15 H -5.426295 0.090781 -0.680485  0.011
16 H -1.602415 -1.190892 -1.957210  0.069
17 H -2.528071 -2.471456 0.081111  0.010
18 H -4.204157 -2.313957 0.369562  0.007
19 H -2.975003 -1.215818 1.154112  0.004
20 P 0.882353 -0.328650 -0.037011  0.001
21 F 2.336876 -0.054674 -0.635309  0.000
22 F 0.538269 -1.344486 -1.248235  0.010
23 F 1.315920 -1.493347 0.998133  0.000
24 F -0.693092 -0.411079 0.629629  0.004
25 F 1.253880 0.753596 1.174051  0.000
26 F 0.282944 0.828162 -0.924297  0.004
27 O -2.051009 1.999749 1.169739  0.001
28 H -1.995540 1.557463 2.016819  0.000
29 H -1.536349 1.450728 0.578199  0.001
30 O 0.980032 3.542989 2.411920  0.000
31 H 0.613588 3.164163 1.612898  0.000
32 H 1.173235 4.451390 2.180125  0.000
33 O 0.990463 -1.306149 4.362244  0.000
34 H 1.729434 -1.687875 3.888507  0.000
35 H 0.371255 -2.029000 4.463711  0.000
36 O 3.085178 -2.806160 2.907087  0.000
37 H 3.414317 -2.019544 2.472210  0.000
38 H 3.044049 -3.464471 2.213422  0.000
39 O 4.563191 -0.661362 1.319972  0.000
40 H 5.181332 -0.377429 0.646545  0.000
41 H 3.701536 -0.459223 0.955388  0.000
42 O -1.041294 -2.251373 2.724647  0.001
43 H -1.152661 -1.386555 3.119499  0.000
44 H -0.395051 -2.117250 2.031384  0.000
45 O 3.421246 2.598739 1.105156  0.000
46 H 2.777962 1.896408 1.200814  0.000
47 H 4.054107 2.441609 1.805897  0.000
48 O 2.665128 -0.570020 -3.188381  0.003
49 H 2.201195 -0.184249 -2.445293  0.000
50 H 1.971441 -0.902672 -3.757909  0.002
51 O 4.645238 -2.331149 -2.321230  0.000
52 H 4.033630 -1.607853 -2.459185  0.000
53 H 5.152893 -2.374036 -3.131580  0.000
54 O -1.460926 0.403468 3.356217  0.000
55 H -0.575143 0.716404 3.539737  0.000
56 H -1.911491 0.450223 4.199443  0.000

Atoms 1-2, force components in eV/Å:
C -0.375 -1.264 -0.476
C -0.502 0.443 2.551

Summary:
Multiplicity ... 2
Charge ... -1
E ... -55781.109 eV
F_max ... 3.71 eV Å⁻¹
Highest occupied orbital energy (spin up / spin down) ... -0.0298 / -0.2112 Ha
HOMO-LUMO gap (spin up / spin down) ... 3.59 / 8.49 eV
LUMO (spin up / spin down) ... 2.777 / 2.743 eV